{"formula": "C22H15MoN3O7", "method": "wB97M-V/def2-TZVPD", "elements": ["Mo", "O", "O", "O", "O", "O", "O", "O", "N", "N", "N", "C", "C", "C", "C", "C", "C", "C", "C", "C", "C", "C", "C", "C", "C", "C", "C", "C", "C", "C", "C", "C", "C", "H", "H", "H", "H", "H", "H", "H", "H", "H", "H", "H", "H", "H", "H", "H"], "coordinates": [[-0.07, -0.39, -0.38], [1.63, 0.54, 0.20], [0.89, -2.11, -0.31], [-0.55, 1.33, -1.31], [-1.77, -1.18, -0.26], [-0.24, 2.65, -3.10], [-3.82, -2.71, -0.84], [2.17, -3.64, -1.36], [-0.56, 0.48, 1.46], [0.44, 1.30, 2.02], [0.85, -0.53, -2.23], [4.95, 3.43, 2.54], [2.71, 2.01, 1.73], [1.61, -2.58, -1.32], [-2.84, -0.29, 1.67], [2.59, 3.03, 2.66], [1.65, 0.59, -4.13], [3.96, 1.70, 1.20], [-1.69, 0.50, 2.05], [1.65, -1.56, -2.45], [2.48, -1.59, -3.55], [-5.07, -1.82, 1.04], [5.08, 2.40, 1.61], [-2.83, -1.12, 0.55], [-5.09, -0.98, 2.16], [-4.81, -3.71, -1.03], [-3.99, -0.23, 2.48], [0.85, 0.54, -3.01], [2.46, -0.50, -4.41], [-3.95, -1.91, 0.24], [1.51, 1.25, 1.29], [-0.05, 1.64, -2.49], [3.71, 3.74, 3.06], [-5.71, -3.28, -1.47], [-4.38, -4.43, -1.71], [3.12, -2.44, -3.70], [-3.99, 0.41, 3.35], [-5.06, -4.20, -0.09], [1.61, 3.26, 3.06], [3.10, -0.48, -5.28], [6.05, 2.16, 1.20], [-5.98, -0.93, 2.77], [4.04, 0.90, 0.47], [-5.96, -2.39, 0.78], [5.83, 3.97, 2.86], [3.61, 4.54, 3.78], [-1.76, 1.15, 2.92], [1.63, 1.48, -4.75]], "lowdin_spin": [1.5256, 0.0515, 0.0527, 0.0331, 0.0878, 0.0167, -0.0025, 0.0286, -0.0092, -0.0015, 0.0032, -0.0004, -0.0003, 0.0121, 0.0033, -0.0008, -0.0050, 0.0005, 0.0735, 0.0255, -0.0045, 0.0164, 0.0002, 0.0214, -0.0043, 0.0001, 0.0141, 0.0235, 0.0285, -0.0026, -0.0001, 0.0080, 0.0001, 0.0000, 0.0000, -0.0006, 0.0006, 0.0001, -0.0001, 0.0016, 0.0000, -0.0006, 0.0004, 0.0010, 0.0000, 0.0000, 0.0031, -0.0007], "s2": 2.02, "total_charge": 0, "spin_multiplicity": 3, "relative_energy_kj_mol": 31.1, "e_tot_ha": -1606.62002, "homo_ev": [-7.988, -8.646], "homo_lumo_gap_ha": [0.259, 0.279]}


{"formula": "C22H15N3O7Os", "method": "wB97M-V/def2-TZVPD", "elements": ["Os", "O", "O", "O", "O", "O", "O", "O", "N", "N", "N", "C", "C", "C", "C", "C", "C", "C", "C", "C", "C", "C", "C", "C", "C", "C", "C", "C", "C", "C", "C", "C", "C", "H", "H", "H", "H", "H", "H", "H", "H", "H", "H", "H", "H", "H", "H", "H"], "coordinates": [[0.44, -0.01, -0.48], [-0.39, 1.79, -0.79], [7.14, 1.59, 1.06], [2.48, 1.38, -3.53], [1.15, 0.04, -2.34], [1.47, -4.06, 1.81], [0.68, -1.66, 0.51], [6.95, 2.19, -1.09], [-2.20, 0.55, -1.49], [-1.45, -0.47, -0.94], [2.40, 0.61, -0.11], [0.31, -3.91, 1.12], [5.05, 1.37, -0.09], [-3.26, 5.26, -2.93], [4.42, 0.97, 1.08], [6.51, 1.75, 0.05], [-1.38, -2.77, -0.20], [-2.14, -3.95, -0.21], [-2.16, 2.92, -1.92], [-0.13, -2.74, 0.47], [-1.68, -5.09, 0.42], [3.01, 0.99, -1.24], [-3.93, 4.05, -3.08], [2.37, -3.00, 2.11], [-1.99, -1.63, -0.85], [-2.04, 5.29, -2.28], [-1.56, 1.68, -1.39], [4.33, 1.39, -1.28], [2.18, 0.85, -2.50], [3.09, 0.60, 1.03], [-1.49, 4.13, -1.77], [-0.47, -5.06, 1.08], [-3.38, 2.88, -2.58], [4.76, 1.70, -2.22], [-3.09, -3.95, -0.71], [2.54, 0.29, 1.91], [-3.68, 6.17, -3.33], [-2.99, -1.75, -1.26], [2.82, -2.58, 1.22], [-2.27, -6.00, 0.40], [4.98, 0.95, 2.00], [-0.53, 4.14, -1.26], [-1.51, 6.23, -2.16], [-0.08, -5.93, 1.58], [-3.90, 1.94, -2.69], [1.87, -2.21, 2.68], [-4.88, 4.02, -3.60], [3.14, -3.46, 2.73]], "mulliken_charge": [0.9304, -0.6987, -0.6596, -0.5249, -0.6133, -0.4629, -1.1519, -0.7329, -0.9799, 0.5811, -0.1387, 0.3728, 0.4206, -0.3734, -0.8801, 0.3284, 0.6607, -1.0149, 0.5023, 0.9333, -0.6991, 1.0539, -0.6240, -0.6592, 0.1286, -0.6836, 0.6763, -0.5740, 0.1138, -0.1885, -0.3630, -0.5862, -0.3260, 0.6049, 0.3791, 0.5981, 0.3918, 0.4385, 0.2695, 0.4035, 0.4886, 0.4304, 0.4030, 0.4496, 0.4195, 0.2452, 0.3847, 0.3262], "total_charge": 0, "relative_energy_kj_mol": 0.0, "e_tot_ha": -1628.90481, "homo_ev": [-7.433, -7.446], "homo_lumo_gap_ha": [0.130, 0.142]}


{"formula": "C22H16AlBBrCl4F2N2O9PS", "method": "wB97M-V/def2-TZVPD", "elements": ["Br", "Cl", "Cl", "Cl", "Cl", "S", "P", "Al", "F", "F", "O", "O", "O", "O", "O", "O", "O", "O", "O", "N", "N", "C", "C", "C", "C", "C", "C", "C", "C", "C", "C", "C", "C", "C", "C", "C", "C", "C", "C", "C", "C", "C", "C", "B", "H", "H", "H", "H", "H", "H", "H", "H", "H", "H", "H", "H", "H", "H", "H", "H"], "coordinates": [[-4.55, 4.97, -0.64], [-6.00, -5.18, -1.91], [-4.04, -4.90, -4.00], [-4.74, -2.63, -2.36], [-3.23, -4.82, -1.23], [-1.57, 1.05, 1.93], [-2.81, 4.02, 1.96], [0.26, -7.60, -1.73], [-2.30, -1.27, -1.66], [2.42, -7.87, -0.65], [6.40, 5.96, 1.98], [-0.69, -6.79, 1.52], [7.25, 3.54, 0.54], [3.35, 4.91, -1.05], [0.70, 3.15, 0.33], [4.41, 5.45, 1.08], [1.33, 4.79, -2.03], [2.84, 3.60, 0.84], [5.09, 3.51, -0.08], [-2.17, -0.63, -0.47], [-4.14, 4.10, 2.80], [-0.46, -0.04, 1.20], [0.58, -4.62, -1.49], [-2.69, 0.67, -0.51], [1.76, 3.68, 0.08], [-0.01, -1.66, -0.53], [-0.89, -0.77, 0.06], [6.15, 4.01, 0.56], [1.22, 0.54, 2.85], [-3.04, 2.88, 0.52], [-3.41, 1.11, -1.63], [1.63, -4.26, -0.41], [2.09, 4.52, -1.14], [-3.94, 2.37, -1.66], [1.27, -1.85, -0.01], [1.64, 1.50, 3.45], [2.24, -2.84, -0.60], [-2.51, 1.58, 0.53], [1.69, -1.13, 1.14], [-3.77, 3.26, -0.59], [0.82, -0.24, 1.71], [5.71, 5.26, 1.31], [-4.50, -4.39, -2.38], [3.93, 4.37, 0.20], [2.68, -1.30, 1.55], [-1.54, -7.07, 1.90], [2.41, -2.64, -1.67], [1.11, -4.29, 0.56], [0.80, -5.63, -1.84], [-2.48, 5.30, 1.45], [2.41, -5.02, -0.39], [-0.27, -2.24, -1.41], [3.20, -2.79, -0.08], [-0.41, -4.62, -1.03], [-1.77, 3.55, 2.78], [-3.55, 0.43, -2.46], [-4.53, 2.70, -2.51], [2.01, 2.39, 3.89], [-3.97, 3.80, 3.75], [0.56, -3.90, -2.32]], "mulliken_charge": [-0.1009, -0.0815, -0.1049, -0.0959, -0.0745, -0.3489, 0.3190, 0.6169, -0.1333, -0.6919, -0.5702, -0.5345, -0.5753, -0.5311, -0.5294, -0.4783, -0.6046, -0.6014, -0.4758, 0.1505, -0.7214, 0.8100, -0.3801, -0.2341, 0.7049, -0.4882, -0.0726, 0.5805, -1.5724, -0.2546, -0.2736, -0.4603, 0.4168, -0.9107, 1.0036, -0.0874, -1.1415, 1.1196, -0.8305, 0.1448, 0.7170, 0.5853, 0.3109, 1.1440, 0.5054, 0.2560, 0.4507, 0.3843, -0.2529, 0.1759, 0.4881, 0.6182, 0.4063, 0.0634, 0.0884, 0.5117, 0.4240, 0.4475, 0.2290, 0.5400], "total_charge": 0, "e_tot_ha": -7255.68362, "homo_ev": -8.753, "homo_lumo_gap_ha": 0.074}


{"formula": "C22H16Br2NO5", "method": "wB97M-V/def2-TZVPD", "elements": ["Br", "Br", "O", "O", "O", "O", "O", "N", "C", "C", "C", "C", "C", "C", "C", "C", "C", "C", "C", "C", "C", "C", "C", "C", "C", "C", "C", "C", "C", "C", "H", "H", "H", "H", "H", "H", "H", "H", "H", "H", "H", "H", "H", "H", "H", "H"], "coordinates": [[-5.06, -2.47, -2.60], [-5.60, -0.03, 2.56], [-1.75, 1.62, 2.69], [2.41, -3.58, -3.21], [2.36, 0.51, 1.30], [-0.92, 3.01, 1.13], [-6.42, -1.47, -0.03], [-0.99, 1.93, 1.72], [-2.95, -1.24, -1.10], [1.32, -0.94, -0.99], [1.46, 1.36, 1.35], [-3.16, -0.27, 1.07], [1.63, -2.96, -2.29], [1.50, 3.38, 2.87], [3.30, 4.59, 1.10], [-4.28, -1.58, -1.15], [0.01, 0.86, 1.24], [2.13, -1.75, -1.76], [2.70, 3.38, 0.76], [2.08, 4.61, 3.19], [-2.28, -0.54, -0.02], [-0.86, -0.30, -0.01], [1.77, 2.79, 1.63], [-5.21, -1.23, -0.05], [1.89, -4.74, -3.90], [-0.41, -2.60, -1.03], [0.35, -3.39, -1.88], [-4.50, -0.53, 1.09], [-0.01, -1.27, -0.66], [3.00, 5.21, 2.31], [0.88, 2.86, 3.61], [-1.36, -3.02, -0.69], [-0.04, -4.34, -2.25], [4.02, 5.02, 0.39], [3.15, -1.44, -1.98], [2.95, 2.84, -0.15], [3.48, 6.16, 2.57], [0.95, -4.49, -4.42], [-0.35, 0.86, -0.07], [-0.04, 0.04, 1.97], [-2.79, 0.19, 1.97], [-2.38, -1.56, -1.98], [2.68, -4.98, -4.62], [1.73, -5.57, -3.20], [1.84, 5.12, 4.12], [1.76, -0.04, -0.61]], "mulliken_charge": [-0.2226, -0.2277, -0.6515, -0.4430, -0.6023, -0.6110, -0.7815, 1.1269, -0.5074, -0.0730, 0.3530, -0.2676, 0.8724, -0.0523, -0.6264, -0.5341, 0.2124, -0.9847, -0.4467, -0.6050, 0.4662, -0.0369, 0.0523, 0.6302, -0.8282, -0.8826, -0.4625, -0.7053, 0.4168, -0.4117, 0.3761, 0.6847, 0.3597, 0.3572, 0.4149, 0.3471, 0.3547, 0.3477, 0.0082, 0.3501, 0.6003, 0.6539, 0.2363, 0.3147, 0.3590, 0.0694], "total_charge": -1, "relative_energy_kj_mol": 461.2, "e_tot_ha": -6426.68838, "homo_ev": -3.258, "homo_lumo_gap_ha": 0.173}


{"formula": "C22H16BrMgN2O", "method": "wB97M-V/def2-TZVPD", "elements": ["Br", "Mg", "O", "N", "N", "C", "C", "C", "C", "C", "C", "C", "C", "C", "C", "C", "C", "C", "C", "C", "C", "C", "C", "C", "C", "C", "C", "H", "H", "H", "H", "H", "H", "H", "H", "H", "H", "H", "H", "H", "H", "H", "H"], "coordinates": [[6.49, -2.27, -0.64], [0.04, 1.03, 0.44], [1.75, 0.93, 1.25], [0.19, -0.91, -0.22], [-1.78, 0.18, 1.20], [0.90, 3.37, -0.37], [-1.43, 2.81, -0.70], [-3.60, -2.75, -0.17], [-1.08, 2.00, -1.78], [-2.71, 0.69, 1.98], [-2.63, -3.27, -0.97], [-3.98, 0.12, 2.16], [-3.34, -1.59, 0.60], [4.99, -1.29, -0.07], [-1.06, -1.57, -0.29], [-2.07, -0.98, 0.51], [0.26, 1.88, -2.15], [-4.30, -1.00, 1.46], [5.15, -0.13, 0.69], [-1.34, -2.68, -1.03], [2.75, 0.22, 0.80], [1.24, 2.56, -1.45], [1.31, -1.54, -0.29], [4.07, 0.59, 1.12], [2.59, -0.97, 0.01], [3.72, -1.71, -0.38], [-0.44, 3.49, 0.01], [2.28, 2.46, -1.74], [-2.82, -4.16, -1.56], [6.15, 0.19, 0.95], [-5.27, -1.46, 1.55], [-4.68, 0.59, 2.84], [-2.47, 2.91, -0.42], [4.20, 1.48, 1.73], [0.53, 1.25, -2.99], [-4.57, -3.22, -0.10], [1.32, -2.60, -0.56], [-0.59, -3.11, -1.67], [-0.71, 4.13, 0.84], [-2.45, 1.60, 2.51], [-1.85, 1.47, -2.33], [1.67, 3.88, 0.19], [3.58, -2.63, -0.95]], "mulliken_charge": [-0.1753, 0.9283, -0.7813, 0.2381, -0.2926, -0.3320, -0.4648, -0.8901, -0.3570, -0.0696, -0.8900, -0.8317, 0.7553, -0.3179, -0.0222, 0.5851, -0.1685, -0.6007, -0.3312, -0.4168, 0.6010, -0.4513, 0.0452, -0.7841, 0.2384, -0.6860, -0.4354, 0.4183, 0.4133, 0.4338, 0.4504, 0.4121, 0.4531, 0.4508, 0.4094, 0.4132, 0.4107, 0.5019, 0.4366, 0.4861, 0.3953, 0.3739, 0.4479], "total_charge": 1, "e_tot_ha": -3806.73998, "homo_ev": -10.491, "homo_lumo_gap_ha": 0.253}


{"formula": "C22H16Cl2N5O2S3Ti", "method": "wB97M-V/def2-TZVPD", "elements": ["Ti", "Cl", "Cl", "S", "S", "S", "O", "O", "N", "N", "N", "N", "N", "C", "C", "C", "C", "C", "C", "C", "C", "C", "C", "C", "C", "C", "C", "C", "C", "C", "C", "C", "C", "C", "C", "H", "H", "H", "H", "H", "H", "H", "H", "H", "H", "H", "H", "H", "H", "H", "H"], "coordinates": [[-0.30, 0.85, 0.40], [-6.18, 3.78, -2.65], [-4.42, 2.35, 2.23], [-1.42, -3.81, -0.16], [0.39, 3.28, 0.51], [-3.14, -1.65, 0.95], [-2.09, 1.41, 0.76], [-0.52, 1.20, -1.55], [-0.76, -1.31, -0.31], [2.51, 1.86, -0.35], [2.46, 4.07, -0.97], [0.42, -0.36, 2.06], [1.84, 0.91, 0.37], [-4.17, 2.45, 0.53], [2.25, -2.32, -2.23], [-3.78, 2.63, -2.22], [1.87, 2.99, -0.34], [-4.93, 3.08, -1.65], [-1.56, 1.66, -2.07], [2.52, 0.01, 1.05], [-2.76, 2.06, -1.42], [2.09, -3.70, -2.20], [0.98, -4.26, -1.58], [2.19, -1.87, 2.69], [-0.39, -0.99, 2.93], [-5.15, 3.00, -0.27], [4.00, -0.15, 0.92], [-2.96, 1.95, -0.01], [0.23, -2.01, -0.97], [1.35, -2.50, 3.57], [1.34, -1.47, -1.63], [0.06, -3.41, -0.98], [-1.73, -2.09, 0.15], [1.73, -0.76, 1.96], [0.03, -2.04, 3.72], [3.11, -1.89, -2.74], [1.47, -0.40, -1.69], [1.81, 4.76, -1.31], [4.24, -0.65, -0.03], [4.43, -0.73, 1.73], [1.70, -3.35, 4.14], [2.82, -4.34, -2.67], [3.20, -2.22, 2.55], [-0.67, -2.51, 4.39], [4.49, 0.82, 0.89], [-1.41, -0.64, 2.95], [-6.07, 3.36, 0.17], [0.84, -5.33, -1.57], [3.17, 3.79, -1.64], [-1.55, 1.77, -3.16], [-3.65, 2.70, -3.29]], "lowdin_spin": [1.0075, -0.0015, -0.0034, 0.0018, 0.0094, 0.0095, -0.0103, 0.0189, 0.0111, -0.0084, 0.0203, 0.1160, 0.1327, -0.0077, 0.0007, 0.0175, 0.0389, 0.0014, 0.0659, 0.1481, 0.0121, 0.0007, -0.0002, 0.0315, 0.0258, 0.0230, 0.0220, 0.0268, 0.0017, 0.0613, 0.0055, 0.0008, 0.0057, 0.1103, 0.0770, 0.0001, 0.0018, 0.0015, 0.0084, 0.0003, 0.0029, 0.0001, 0.0005, 0.0042, 0.0030, -0.0003, 0.0015, 0.0000, 0.0005, 0.0027, 0.0004], "s2": 2.02, "total_charge": -1, "spin_multiplicity": 3, "relative_energy_kj_mol": 35.0, "e_tot_ha": -4236.87839, "homo_ev": [-2.757, -4.452], "homo_lumo_gap_ha": [0.174, 0.231]}